This record from the OMol25 dataset describes the ion C3H8NO2 with charge +1 in a non-equilibrium geometry. The level of theory is ωB97M-V with the def2-TZVPD basis set.

Bonds (Å) are listed after each position.
Cartesian coordinates (Å):
1 N 0.172 1.214 -1.586  C2 1.542, H7 1.022, H8 1.013, H9 1.026
2 C 0.011 0.633 -0.167  N1 1.542, C3 1.497, H10 1.092, H11 1.081
3 C -0.110 -0.858 -0.120  C2 1.497, C4 1.529, H12 1.090, H13 1.091
4 C -0.161 -1.320 1.336  C3 1.529, O5 1.191, O6 1.328
5 O -0.088 -2.486 1.563  C4 1.191
6 O -0.303 -0.326 2.205  C4 1.328, H14 0.971
7 H 1.016 1.780 -1.699  N1 1.022
8 H 0.131 0.568 -2.365  N1 1.013
9 H -0.544 1.918 -1.796  N1 1.026
10 H 0.973 0.926 0.260  C2 1.092
11 H -0.727 1.225 0.357  C2 1.081
12 H -1.001 -1.289 -0.577  C3 1.090
13 H 0.697 -1.462 -0.537  C3 1.091
14 H -0.066 -0.523 3.125  O6 0.971

F_max = 2.1 eV/Å
Total charge = +1
Kohn-Sham gap = 0.37687 Ha
Lowest unoccupied orbital energy = -0.1501 Ha
Relative energy (zero: lowest compared OMol25 entry of this formula, charge and spin) = 0.965 eV
HOMO level = -0.5269 Ha